The following is a quantum chemistry calculation of a structure of composition C36H41AsBrFeN6OTe, from OMol25.

The geometry in ORCA input format:
```
! RIJCOSX wB97M-V def2-TZVPD def2/J DEFGRID3
* xyz 1 1
Fe -0.556 0.224 0.022
C -3.676 -5.430 -1.904
C -3.292 -4.189 -1.146
C -4.217 -3.207 -0.820
C -3.845 -2.050 -0.154
C -2.528 -1.811 0.267
N -2.077 -0.669 0.927
C -2.774 -0.103 1.966
C -4.040 -0.538 2.428
C -4.785 0.159 3.351
C -4.324 1.348 3.914
C -5.158 2.149 4.876
C -3.027 1.703 3.607
C -2.234 0.962 2.729
N -0.831 1.259 2.742
C -0.168 1.912 3.725
C 1.175 1.865 3.443
C 1.256 1.133 2.261
N 0.046 0.758 1.853
C -1.600 -2.802 -0.107
C -1.971 -3.947 -0.798
N -0.226 -2.675 0.238
C 0.613 -3.683 0.559
C 1.858 -3.142 0.759
C 1.683 -1.772 0.548
N 0.424 -1.497 0.236
H -4.757 -5.545 -1.944
H -3.308 -5.391 -2.932
H -3.257 -6.322 -1.439
H -5.254 -3.336 -1.107
H -4.598 -1.299 0.027
H -4.445 -1.463 2.056
H -5.758 -0.227 3.635
H -6.214 2.103 4.612
H -5.058 1.769 5.895
H -4.860 3.197 4.884
H -2.616 2.584 4.082
H -0.675 2.330 4.574
H 1.978 2.284 4.022
H 2.130 0.859 1.698
H -1.204 -4.655 -1.089
H 0.254 -4.693 0.649
H 2.759 -3.655 1.045
H 2.413 -0.985 0.618
O 5.630 -0.895 -3.595
C 4.333 -1.023 -3.282
C 3.543 -2.103 -3.674
C 2.216 -2.116 -3.295
N 1.639 -1.154 -2.567
C 2.419 -0.169 -2.212
Br 1.641 1.228 -1.129
C 3.754 -0.013 -2.519
H 5.935 -1.640 -4.127
H 3.953 -2.913 -4.263
H 1.576 -2.939 -3.590
H 4.335 0.837 -2.193
C -3.352 3.527 0.325
Te -1.275 3.090 0.114
C -1.002 4.328 -1.601
H -3.466 4.534 0.714
H -3.763 2.806 1.030
H -3.853 3.434 -0.636
H -1.653 4.041 -2.423
H 0.039 4.240 -1.908
H -1.201 5.354 -1.304
C -1.890 -1.520 -3.353
As -1.652 0.034 -2.215
C -3.488 0.674 -2.168
C -0.802 1.233 -3.547
C -1.584 1.513 -4.791
C -2.541 2.526 -4.836
C -3.252 2.787 -5.997
C -3.022 2.033 -7.139
C -2.070 1.025 -7.111
C -1.356 0.773 -5.949
H -2.323 -1.201 -4.301
H -2.553 -2.234 -2.870
H -0.921 -1.983 -3.527
H -3.796 1.009 -3.156
H -3.585 1.484 -1.447
H -4.129 -0.148 -1.864
H 0.120 0.707 -3.798
H -0.521 2.149 -3.029
H -2.731 3.124 -3.951
H -3.986 3.583 -6.011
H -3.575 2.236 -8.046
H -1.876 0.439 -8.000
H -0.601 -0.006 -5.941
*
```

- HOMO level (alpha / beta): -9.1 / -9.1 eV
- Frontier orbital gap (alpha / beta): 7.21 / 7.21 eV
- Energy relative to the best compared isomer or geometry (same formula, charge and spin): 1.7 kcal per mole